No. 1
DFT (the ωB97M-V functional and the def2-TZVPD basis) results for a cluster of 2 separate species, C5H7N3 in total in a non-equilibrium geometry.

Atoms and positions in Å:
C: -2.80440 -0.00504 0.17015
C: -0.45414 -1.08395 0.79855
C: -1.57059 -0.53790 -0.08386
C: 0.69622 -0.25702 1.39806
C: -0.61281 0.71010 -1.70158
N: -3.90481 0.32705 0.18590
N: -0.21026 -1.97097 -0.31514
N: -1.26594 -1.61758 -0.94919
H: -0.79196 -1.77824 1.54079
H: 0.22065 0.57272 1.92332
H: 1.43950 -0.09174 0.64195
H: 1.25112 -0.91307 2.16652
H: 0.34590 0.11534 -1.38205
H: -0.68232 1.70298 -1.42311
H: -1.24498 0.31104 -2.48146

The value obtained for the calculated total energy is -9762.996 eV. As for the total charge: 0. As for the frontier orbital gap (alpha / beta): 8.75 / 8.75 eV. Its HOMO energy (alpha / beta) is -9.652 / -9.652 eV. Its energy above the lowest of the compared OMol25 structures with the same formula, charge and spin is 616.7 kJ/mol.


No. 2
DFT (the ωB97M-V functional and the def2-TZVPD basis) results for the molecule C5H8NP in a non-equilibrium geometry.

Atoms and positions in Å:
C: 1.24720 0.93123 -0.08524
C: 1.08830 -0.03638 -0.97983
C: 0.83698 0.36615 1.19401
C: 0.35179 -1.15335 -0.39306
C: 0.35706 -0.85970 1.09180
N: -1.96886 0.81551 -0.05838
P: -1.62473 -0.77729 -0.47159
H: 1.60570 1.89574 -0.31815
H: 1.30563 -0.04398 -1.99811
H: 1.05978 0.89330 2.19039
H: 0.51550 -2.22165 -0.62969
H: -0.10353 -1.50930 1.77301
H: -1.84564 0.65735 0.88873
H: -1.22108 1.48153 -0.29135
H: -1.60408 -0.43915 -1.91257

The value obtained for the calculated total energy is -16091.642 eV. As for the total charge: 0. As for the frontier orbital gap: 9.56 eV. Its HOMO energy is -8.682 eV. Its energy above the lowest of the compared OMol25 structures with the same formula, charge and spin is 119.6 kJ/mol.


No. 3
DFT (the ωB97M-V functional and the def2-TZVPD basis) results for a cluster of 15 separate species, C54H87N9O18 in total in a non-equilibrium geometry.

Atoms and positions in Å:
C: 8.47686 2.31306 -2.45716
C: 8.90650 3.46730 -1.50812
O: 7.71737 3.97407 -0.99778
C: 6.68830 3.63009 -1.80215
O: 5.56895 4.03233 -1.71404
O: 7.11639 2.71145 -2.69692
H: 8.65513 1.36105 -1.95718
H: 9.11560 2.33157 -3.34021
H: 9.39046 4.23850 -2.10741
H: 9.49925 3.18051 -0.63950
C: 8.21981 -4.43451 0.07071
C: 9.17627 -4.44681 -1.04364
O: 8.49355 -3.72075 -2.05694
C: 7.13666 -3.89385 -1.85416
O: 6.25429 -3.74222 -2.73333
O: 6.95597 -4.35498 -0.60112
H: 8.27981 -3.49480 0.61974
H: 8.34720 -5.33104 0.67742
H: 9.49976 -5.42935 -1.38726
H: 10.03781 -3.84471 -0.75497
C: 14.82939 3.30115 -9.97177
C: 14.86082 1.82110 -10.38449
O: 14.20950 1.20533 -9.25405
C: 13.72063 2.08459 -8.41924
O: 13.07581 1.83571 -7.42849
O: 14.03849 3.34806 -8.77453
H: 14.35895 3.86397 -10.77800
H: 15.83260 3.70681 -9.84098
H: 15.88441 1.46704 -10.50694
H: 14.30821 1.51562 -11.27298
C: 11.57835 -4.15316 1.93711
C: 12.42353 -2.89162 2.04869
O: 11.70116 -1.98029 2.87154
C: 10.63290 -2.61110 3.34880
O: 9.77839 -2.05282 4.11102
O: 10.61300 -3.90330 2.95044
H: 12.19223 -5.00983 2.21527
H: 11.23403 -4.21857 0.90499
H: 12.49714 -2.39112 1.08320
H: 13.41958 -3.09665 2.44107
C: 8.14462 0.33654 2.47379
C: 7.09514 1.23590 1.84702
O: 6.89470 0.61079 0.57191
C: 7.91041 -0.23519 0.29157
O: 8.05468 -0.78729 -0.79608
O: 8.70606 -0.31747 1.28973
H: 7.63694 -0.38461 3.11433
H: 8.92728 0.82370 3.05536
H: 7.52123 2.22893 1.70409
H: 6.16920 1.31129 2.41716
C: 10.09906 3.03302 -7.54592
C: 10.86216 4.36212 -7.73861
O: 9.90707 5.24486 -8.20713
C: 8.69278 4.71432 -8.11889
O: 7.64683 5.29499 -8.47690
O: 8.79253 3.49897 -7.55737
H: 10.38820 2.60654 -6.58539
H: 10.32831 2.28980 -8.30956
H: 11.64307 4.36135 -8.49906
H: 11.19740 4.71079 -6.76181
C: 17.86336 -2.16856 -2.29784
C: 16.51242 -2.68025 -2.88878
C: 15.38280 -2.06776 -2.09617
C: 15.12796 -2.76570 -0.83174
N: 14.91711 -3.33954 0.13708
H: 18.68088 -2.44552 -2.96346
H: 18.06584 -2.61374 -1.32372
H: 17.91788 -1.08707 -2.17325
H: 16.49561 -3.77003 -2.90320
H: 16.43513 -2.37905 -3.93349
H: 14.44210 -2.14783 -2.64095
H: 15.60971 -1.02164 -1.89063
C: 10.10032 -2.04068 -11.43642
C: 11.03089 -0.96322 -10.78706
C: 11.39293 -1.27822 -9.33402
C: 12.05372 -2.57033 -9.26982
N: 12.58039 -3.57672 -9.18366
H: 10.49350 -3.05677 -11.40358
H: 9.93157 -1.78782 -12.48317
H: 9.18746 -2.15020 -10.85094
H: 10.61041 0.03814 -10.87960
H: 11.95963 -1.00324 -11.35622
H: 10.61684 -1.33263 -8.57059
H: 12.09418 -0.50952 -9.00928
C: 15.64302 -6.64027 -1.49827
C: 14.60078 -6.31404 -2.58606
C: 13.27153 -5.74046 -2.09413
C: 12.69715 -6.50955 -0.95900
N: 12.19789 -7.11543 -0.09212
H: 16.03912 -5.77021 -0.97462
H: 16.48392 -7.19354 -1.91644
H: 15.17920 -7.30381 -0.76842
H: 14.42553 -7.25330 -3.11063
H: 15.01413 -5.57127 -3.26836
H: 12.56044 -5.62379 -2.91196
H: 13.38010 -4.75127 -1.64937
C: 11.57204 -0.72178 -5.49721
C: 10.98464 -0.16551 -4.18792
C: 10.26819 -1.16160 -3.25726
C: 11.19614 -1.99321 -2.45580
N: 11.96248 -2.63341 -1.81122
H: 12.01858 0.10210 -6.05393
H: 10.89385 -1.29004 -6.13379
H: 12.32267 -1.46107 -5.21774
H: 10.40552 0.71662 -4.46098
H: 11.78904 0.25366 -3.58350
H: 9.53578 -1.81091 -3.73692
H: 9.69674 -0.60659 -2.51328
C: 14.08545 0.50930 1.76767
C: 12.92483 1.38050 2.29897
C: 11.60473 1.00421 1.59550
C: 11.60737 1.18944 0.15739
N: 11.61758 1.33039 -1.00638
H: 14.10643 -0.53198 2.08921
H: 15.01188 0.92026 2.16885
H: 14.15886 0.53472 0.68044
H: 13.18232 2.39342 1.98946
H: 12.96991 1.30778 3.38561
H: 10.73925 1.60386 1.87742
H: 11.28091 -0.02171 1.77080
C: 10.41915 -4.59953 -6.13589
C: 9.44296 -4.72993 -4.94991
C: 9.10137 -6.23484 -4.59946
C: 10.29026 -7.04814 -4.24547
N: 11.22752 -7.66783 -3.96117
H: 10.12075 -5.16815 -7.01665
H: 11.42504 -4.94162 -5.89246
H: 10.54278 -3.56992 -6.47163
H: 8.54311 -4.15461 -5.16761
H: 9.88880 -4.29428 -4.05574
H: 8.57117 -6.62150 -5.46979
H: 8.46787 -6.33139 -3.71772
C: 14.90155 1.75840 -2.33503
C: 15.11906 2.70736 -3.52762
C: 14.01329 2.59493 -4.56029
C: 12.68732 3.10868 -4.15364
N: 11.64622 3.51361 -3.85481
H: 13.94979 1.99406 -1.85887
H: 15.72927 1.84070 -1.63062
H: 14.84718 0.71489 -2.64525
H: 16.09329 2.40123 -3.90877
H: 15.17139 3.72826 -3.14932
H: 13.88050 1.56923 -4.90442
H: 14.33061 3.16287 -5.43485
C: 15.06740 -1.98972 -7.44157
C: 16.51750 -2.56000 -7.26119
C: 16.52616 -4.06151 -7.50155
C: 15.69176 -4.89154 -6.62901
N: 15.04346 -5.58742 -6.01206
H: 14.78092 -1.96965 -8.49306
H: 15.00012 -0.93452 -7.17675
H: 14.25625 -2.48212 -6.90521
H: 16.95144 -2.31640 -6.29142
H: 17.20853 -2.12744 -7.98471
H: 17.57171 -4.33427 -7.64481
H: 16.11540 -4.41043 -8.44898
C: 5.41055 -0.73452 -3.29227
C: 6.55253 -0.94357 -4.27860
C: 6.12182 -0.66002 -5.71402
C: 7.16415 -0.84000 -6.77110
N: 8.02425 -0.95688 -7.57111
H: 5.72488 -0.97542 -2.27676
H: 4.50349 -1.29887 -3.50874
H: 5.11763 0.30611 -3.15304
H: 6.85280 -1.99135 -4.28824
H: 7.37776 -0.26995 -4.04767
H: 5.79964 0.37956 -5.77363
H: 5.29043 -1.25053 -6.09898

The value obtained for the calculated total energy is -107672.870 eV. As for the total charge: -1. As for the frontier orbital gap (alpha / beta): 1.67 / 10.33 eV. The spin multiplicity is 2. Its HOMO energy (alpha / beta) is -0.140 / -8.805 eV.


No. 4
DFT (the ωB97M-V functional and the def2-TZVPD basis) results for a structure of composition C33H51B2F4N7O4SSbSr in a non-equilibrium geometry.

Atoms and positions in Å:
Sr: 0.69083 0.10886 -0.81304
C: -4.01271 1.18540 -1.62390
C: -2.57875 1.19809 -1.20430
N: -1.76900 0.24664 -1.44695
O: -2.26851 -0.79608 -2.18081
B: -1.35679 -1.37346 -3.19126
F: -1.47443 -0.78202 -4.42381
F: -1.46249 -2.72246 -3.18731
O: 0.18472 -1.13229 -2.72496
N: 0.80349 0.06363 -3.01734
C: 2.13301 0.12903 -2.80601
C: 2.94452 -1.11003 -2.96796
C: 2.70394 1.37521 -2.27944
N: 1.84128 2.03047 -1.53789
O: 2.21275 3.08465 -0.96116
B: 1.03434 4.05260 -0.48879
F: 1.63593 4.89794 0.39605
F: 0.62265 4.62782 -1.68775
O: -0.11846 3.42509 0.19760
N: -0.69621 2.36659 -0.41964
C: -1.96764 2.39840 -0.51760
C: -2.81740 3.54546 -0.07747
C: 4.13919 1.75380 -2.46736
H: -4.12868 0.58139 -2.51942
H: -4.38725 2.19352 -1.79472
H: -4.62585 0.72128 -0.84569
H: 2.33055 -1.93603 -3.30795
H: 3.47515 -1.39573 -2.05647
H: 3.69584 -0.90906 -3.73905
H: -2.23375 4.21383 0.54754
H: -3.70464 3.20261 0.45894
H: -3.15544 4.11536 -0.94759
H: 4.61892 1.16760 -3.24508
H: 4.69332 1.63435 -1.53342
H: 4.19122 2.81060 -2.72784
N: -3.83255 7.90256 -5.13671
C: -3.25698 6.92779 -4.93293
C: -2.54155 5.69632 -4.66332
C: -1.17460 5.73278 -4.40362
C: -0.50206 4.56255 -4.10254
C: -1.20133 3.35338 -4.06665
C: -2.56652 3.31595 -4.36863
C: -3.23621 4.48756 -4.66187
C: -0.53607 2.14883 -3.66879
C: 0.04636 1.19742 -3.23874
H: -0.64639 6.67813 -4.42753
H: 0.55288 4.58558 -3.86317
H: -3.08515 2.36342 -4.38710
H: -4.29360 4.47608 -4.89412
C: 0.26557 -4.40462 4.10809
C: -0.21834 -3.13684 3.40697
C: -1.70314 -3.24754 3.06127
C: 0.01140 -1.92153 4.31106
Sb: 0.81994 -2.76778 1.51270
C: 2.97035 -2.89221 1.93404
C: 3.66618 -2.39083 0.65931
C: 3.44589 -4.30415 2.27215
C: 3.29627 -1.93515 3.08167
C: 0.31813 -4.46390 0.21407
C: 1.34261 -4.45326 -0.92527
C: 0.30332 -5.83082 0.89802
C: -1.06966 -4.13973 -0.35163
H: -0.30480 -4.54528 5.03906
H: 1.31930 -4.33526 4.38349
H: 0.12818 -5.29837 3.50204
H: -2.28100 -3.33670 3.99192
H: -1.92324 -4.13087 2.45902
H: -2.07048 -2.36741 2.52566
H: -0.69908 -1.96405 5.15166
H: -0.13766 -0.97573 3.78914
H: 1.01504 -1.90915 4.73706
H: 3.52194 -3.06115 -0.19043
H: 4.74659 -2.30781 0.83905
H: 3.30996 -1.38854 0.38817
H: 3.16774 -5.03052 1.50446
H: 3.04642 -4.64919 3.22595
H: 4.54284 -4.31685 2.35351
H: 2.92332 -0.92649 2.90816
H: 4.38868 -1.87650 3.19874
H: 2.89202 -2.28891 4.03155
H: 2.32800 -4.78903 -0.59393
H: 1.44320 -3.45600 -1.37688
H: 1.01013 -5.13162 -1.72364
H: 1.24243 -6.05830 1.40545
H: 0.13674 -6.61512 0.14543
H: -0.50928 -5.90888 1.62241
H: -1.11839 -3.14649 -0.80054
H: -1.84921 -4.20262 0.40993
H: -1.32226 -4.85758 -1.14535
C: 0.21885 3.87667 3.43141
N: -0.67704 2.75395 3.18845
C: -2.11501 2.86024 3.44749
C: -2.66065 1.49471 2.99289
N: -1.46107 0.84911 2.46324
C: -0.35156 1.61250 2.58155
S: 1.20418 1.13205 2.12824
H: -0.24356 4.78982 3.05434
H: 1.14848 3.71191 2.89470
H: 0.42398 3.98694 4.49795
H: -2.53256 3.69168 2.87842
H: -2.30020 3.04693 4.50441
H: -3.43608 1.58687 2.23409
H: -3.06486 0.92527 3.82631
H: -1.46843 0.04273 1.87057

The value obtained for the calculated total energy is -84097.772 eV. As for the total charge: +1. As for the frontier orbital gap: 5.06 eV. Its HOMO energy is -10.376 eV. Its energy above the lowest of the compared OMol25 structures with the same formula, charge and spin is 335.3 kJ/mol.


No. 5
DFT (the ωB97M-V functional and the def2-TZVPD basis) results for a cluster of 5 separate species, C30H70BBrClO10 in total in a non-equilibrium geometry.

Atoms and positions in Å:
C: -4.18432 2.34382 -2.12515
C: -2.65510 2.08120 -1.98486
O: -2.46138 0.97077 -1.12606
B: -2.02449 -0.25413 -1.80725
Br: -3.06942 -0.72228 -3.48974
C: -2.24181 -1.48829 -0.72695
C: -3.37859 -1.22452 0.31538
C: -4.81868 -1.29081 -0.29603
C: -5.66673 -2.43733 0.36667
C: -7.07629 -2.56458 -0.29990
C: -7.03312 -3.05993 -1.77955
C: -7.06357 -1.93831 -2.85509
C: -8.16310 -0.86854 -2.62221
O: -8.65566 -0.33773 -3.85819
C: -9.52504 0.74539 -3.56962
C: -0.42310 -0.22884 -2.25072
Cl: 0.57218 0.65223 -0.99630
C: 0.14795 -1.66106 -2.52750
C: 1.50893 -1.63887 -3.28371
H: -4.64434 2.09858 -1.14077
H: -4.68682 1.67789 -2.85462
H: -4.43731 3.41209 -2.30817
H: -2.11036 2.02045 -2.94615
H: -2.23486 2.96792 -1.44704
H: -2.49927 -2.41467 -1.28531
H: -1.31310 -1.66355 -0.13073
H: -3.21584 -0.31149 0.92332
H: -3.32965 -2.06589 1.05503
H: -4.81870 -1.50454 -1.37971
H: -5.33403 -0.30979 -0.17594
H: -5.14617 -3.40195 0.17181
H: -5.72546 -2.21281 1.44830
H: -7.64661 -3.32228 0.28717
H: -7.60935 -1.60220 -0.15979
H: -6.17271 -3.74353 -1.93596
H: -7.93928 -3.68977 -1.93921
H: -6.08933 -1.42219 -2.98758
H: -7.27571 -2.39297 -3.85064
H: -7.72652 -0.00857 -2.06298
H: -8.98644 -1.27873 -1.98958
H: -8.96666 1.70894 -3.64271
H: -9.92475 0.69923 -2.53254
H: -10.35215 0.79449 -4.30649
H: -0.31283 0.32865 -3.21429
H: 0.33890 -2.16085 -1.55500
H: -0.59164 -2.23845 -3.11586
H: 2.29466 -1.17042 -2.65108
H: 1.43052 -1.13597 -4.26828
H: 1.87099 -2.67735 -3.45937
C: 3.25196 2.95508 4.60190
O: 4.22118 3.18007 3.58862
C: 5.12722 2.09358 3.45205
C: 4.79327 1.24124 2.24092
O: 3.56902 0.54721 2.42114
C: 2.48985 1.14195 1.70547
H: 2.49592 3.73625 4.52542
H: 2.76373 1.98474 4.48254
H: 3.71861 3.01489 5.58973
H: 5.14745 1.48563 4.36167
H: 6.12363 2.52840 3.31438
H: 5.57500 0.48371 2.11895
H: 4.76791 1.85031 1.33263
H: 2.61009 0.96729 0.63469
H: 2.42184 2.21571 1.89918
H: 1.56465 0.67052 2.03314
C: 3.47081 -6.77567 0.30673
O: 4.62274 -5.95022 0.26234
C: 4.84971 -5.40280 -1.03159
C: 4.42182 -3.94829 -1.10093
O: 3.01284 -3.82128 -0.99952
C: 2.59516 -3.38680 0.28695
H: 3.26271 -7.00690 1.35127
H: 2.59963 -6.27380 -0.12053
H: 3.65745 -7.71194 -0.23009
H: 4.34285 -5.99409 -1.79971
H: 5.92793 -5.46326 -1.21589
H: 4.70909 -3.54428 -2.07739
H: 4.92479 -3.35745 -0.32960
H: 2.85553 -2.33362 0.43155
H: 3.04348 -3.98989 1.08132
H: 1.51179 -3.48847 0.34142
C: 3.50768 3.41790 -8.02409
O: 2.74723 3.54915 -6.83693
C: 1.64403 2.64701 -6.79400
C: 1.92681 1.46826 -5.88176
O: 2.94070 0.62837 -6.42475
C: 4.19381 0.81180 -5.78996
H: 4.42116 4.00103 -7.90502
H: 3.77955 2.37667 -8.21486
H: 2.94646 3.81451 -8.87699
H: 1.37927 2.30701 -7.79959
H: 0.79353 3.20647 -6.39228
H: 1.02025 0.86158 -5.80131
H: 2.19586 1.80696 -4.87756
H: 4.16780 0.39157 -4.77951
H: 4.47104 1.86830 -5.74232
H: 4.94742 0.27989 -6.37132
C: 1.04285 4.08463 10.39630
O: 1.97804 3.09092 10.78395
C: 2.08152 2.03918 9.83066
C: 3.33846 2.17590 8.99174
O: 3.26742 3.30946 8.13620
C: 4.03692 4.40019 8.61391
H: 1.15086 4.93097 11.07445
H: 1.22179 4.42949 9.37515
H: 0.02327 3.69534 10.48026
H: 1.19204 1.99862 9.19584
H: 2.13520 1.10314 10.39607
H: 3.42795 1.29540 8.34791
H: 4.22733 2.22122 9.62773
H: 5.10453 4.18630 8.49905
H: 3.81632 4.62093 9.66136
H: 3.78933 5.27544 8.01394

The value obtained for the calculated total energy is -135959.964 eV. As for the total charge: -1. As for the frontier orbital gap: 7.22 eV. Its HOMO energy is -5.111 eV.


No. 6
DFT (the ωB97M-V functional and the def2-TZVPD basis) results for a cluster of 2 separate species, C4H8N2O4 in total in a non-equilibrium geometry.

Atoms and positions in Å:
N: -2.62904 1.28596 0.04801
C: -1.61234 0.51699 -0.35430
O: -1.34582 0.33208 -1.54198
C: -0.77313 -0.07786 0.76474
N: 0.05407 -1.20648 0.38691
C: 1.28249 -0.58293 0.66074
O: 2.40259 -1.01518 0.81314
C: 0.56003 0.72128 1.06503
O: 0.85267 1.87183 0.36439
H: -3.16823 1.80105 -0.63555
H: -2.86341 1.40027 1.02412
H: -1.38563 -0.25085 1.66029
H: -0.22233 -2.16563 0.21566
H: 0.64906 0.91806 2.14142
H: 1.09618 1.64278 -0.55577
H: 1.57234 -1.82231 -1.80241
O: 2.42225 -1.34830 -2.10164
H: 3.10822 -2.02077 -2.15279

The value obtained for the calculated total energy is -15447.645 eV. As for the total charge: 0. As for the frontier orbital gap: 10.47 eV. Its HOMO energy is -9.953 eV. Its energy above the lowest of the compared OMol25 structures with the same formula, charge and spin is 116.1 kJ/mol.